Record 1
The following is a quantum chemistry calculation of C18H34N9O4PS4W as an isolated structure in a non-equilibrium geometry, from the OMol25 dataset.

```
71
Properties=species:S:1:pos:R:3
W 1.022 -0.121 -0.314
C 5.388 2.345 -2.894
C 5.201 1.685 -1.595
N 5.965 1.764 -0.555
N 5.401 1.024 0.408
C 4.260 0.464 -0.003
S 3.236 -0.626 0.809
N 4.125 0.860 -1.302
N 3.048 0.490 -2.109
H 6.154 3.109 -2.792
H 4.452 2.793 -3.233
H 5.733 1.634 -3.645
H 5.836 0.950 1.319
H 3.397 -0.003 -2.937
H 2.571 1.362 -2.469
C -2.699 2.451 3.918
C -2.363 3.478 2.843
C -1.460 2.913 1.759
S -2.164 1.380 1.014
O -0.955 0.757 0.293
C -3.161 2.186 -0.278
C -3.991 1.187 -1.068
C -3.126 0.302 -1.956
H -3.239 2.931 4.729
H -1.791 2.019 4.335
H -3.324 1.655 3.519
H -1.850 4.327 3.299
H -3.279 3.865 2.400
H -0.493 2.614 2.169
H -1.296 3.626 0.954
H -2.471 2.723 -0.927
H -3.805 2.883 0.256
H -4.681 1.749 -1.699
H -4.588 0.576 -0.387
H -2.545 0.919 -2.638
H -3.747 -0.374 -2.536
H -2.428 -0.294 -1.366
N 3.311 -4.449 -2.143
N 2.393 -3.484 -2.155
N 1.787 -3.097 -3.245
C 1.051 -2.077 -2.852
N 1.220 -1.844 -1.527
N 2.087 -2.772 -1.100
H 3.237 -5.088 -2.925
H 3.465 -4.874 -1.238
H 0.378 -1.536 -3.490
C 0.901 -3.087 1.953
P 0.137 -1.464 1.560
C 0.112 -0.622 3.185
C -1.577 -1.932 1.151
C -1.763 -2.505 -0.110
C -3.013 -2.944 -0.507
C -4.091 -2.818 0.356
C -3.918 -2.228 1.596
C -2.668 -1.781 1.998
H 0.800 -3.755 1.097
H 0.396 -3.541 2.809
H 1.960 -2.952 2.176
H -0.397 -1.238 3.926
H -0.393 0.341 3.114
H 1.146 -0.458 3.500
H -0.910 -2.600 -0.775
H -3.154 -3.382 -1.484
H -5.065 -3.170 0.055
H -4.762 -2.115 2.259
H -2.549 -1.335 2.972
O 1.647 2.720 -2.565
S 0.607 2.331 -1.638
O 0.329 0.843 -1.915
O -0.566 3.128 -1.543
S 1.531 2.178 0.183
```

Its strongest force on any atom is 2.43 eV Å⁻¹. The molar mass comes out at 783.61 g/mol. The net charge is +2. The HOMO energy (alpha / beta) is -13.81 / -14.43 eV. Its relative energy (zero: lowest compared OMol25 entry of this formula, charge and spin) is 32.9 kcal per mole. Its spin multiplicity is 3. Its HOMO-LUMO gap (alpha / beta) is 0.2574 / 0.2789 hartree. The calculation puts the calculated total energy at -3500.69773 Ha.

=====

Record 2
The following is a quantum chemistry calculation of F4Pb2 as an isolated structure in a non-equilibrium geometry, from the OMol25 dataset.

```
6
Properties=species:S:1:pos:R:3
Pb -1.860 -1.431 -1.341
Pb 1.749 0.326 0.824
F -0.110 1.564 1.657
F -2.187 -1.236 0.997
F 2.454 0.933 -1.507
F -0.047 -0.156 -0.628
```

Its strongest force on any atom is 4.97 eV Å⁻¹. The molar mass comes out at 490.39 g/mol. The net charge is 0. The HOMO energy is -9.73 eV. Its HOMO-LUMO gap is 0.2545 hartree. The calculation puts the calculated total energy at -785.14301 Ha.

=====

Record 3
The following is a quantum chemistry calculation of C32H41N9PbS as an isolated structure, from the OMol25 dataset.

```
84
Properties=species:S:1:pos:R:3
Pb 0.140 0.235 -0.671
C -2.053 2.001 1.390
C -1.618 1.049 2.502
C -0.128 0.853 2.667
C 0.365 0.299 3.849
C 1.731 0.261 4.066
C 2.577 0.816 3.112
C 2.013 1.293 1.948
N 0.698 1.268 1.702
N -2.063 1.446 0.020
C -3.149 0.472 -0.157
C -3.111 -0.191 -1.517
C -4.274 -0.666 -2.107
C -4.205 -1.269 -3.354
C -2.971 -1.376 -3.979
C -1.856 -0.887 -3.325
N -1.920 -0.319 -2.117
C -2.222 2.555 -0.936
C -0.976 3.400 -1.018
C -1.037 4.782 -1.132
C 0.139 5.507 -1.229
C 1.349 4.827 -1.211
C 1.320 3.451 -1.095
N 0.191 2.750 -1.006
H -1.384 2.863 1.389
H -3.062 2.363 1.630
H -2.105 0.081 2.391
H -1.975 1.474 3.444
H -0.325 -0.073 4.595
H 2.130 -0.167 4.975
H 3.644 0.872 3.273
H 2.628 1.728 1.166
H -4.129 0.943 -0.011
H -3.028 -0.308 0.600
H -5.221 -0.553 -1.596
H -5.101 -1.637 -3.834
H -2.876 -1.826 -4.957
H -0.871 -0.948 -3.774
H -3.088 3.177 -0.681
H -2.392 2.132 -1.928
H -1.994 5.287 -1.144
H 0.116 6.586 -1.301
H 2.290 5.355 -1.275
H 2.241 2.880 -1.067
C 3.715 2.327 -4.291
N 4.066 1.697 -3.033
C 5.254 1.870 -2.352
C 5.231 1.059 -1.283
N 4.017 0.372 -1.301
C 3.297 0.788 -2.395
S 1.777 0.307 -2.960
C 3.780 -0.751 -0.462
C 4.858 -1.572 -0.142
C 4.642 -2.648 0.698
C 3.361 -2.875 1.178
C 2.356 -2.012 0.790
N 2.551 -0.967 -0.015
H 4.352 3.193 -4.449
H 2.670 2.628 -4.271
H 3.852 1.628 -5.115
H 6.005 2.570 -2.673
H 5.949 0.936 -0.494
H 5.834 -1.391 -0.567
H 5.459 -3.305 0.965
H 3.149 -3.712 1.828
H 1.342 -2.135 1.150
C -3.296 -3.885 0.765
C -2.459 -3.355 1.926
C -3.377 -2.828 3.029
C -1.555 -4.459 2.479
N -1.662 -2.178 1.484
N -1.045 -2.250 0.200
H -4.025 -4.600 1.143
H -2.682 -4.402 0.026
H -3.839 -3.073 0.274
H -3.887 -3.655 3.523
H -4.134 -2.162 2.613
H -2.809 -2.282 3.784
H -2.152 -5.295 2.843
H -0.958 -4.087 3.315
H -0.882 -4.845 1.709
H -0.919 -2.028 2.161
H -1.794 -2.317 -0.479
H -0.479 -3.095 0.097
```

Its strongest force on any atom is 0.57 eV Å⁻¹. The molar mass comes out at 791.01 g/mol. The net charge is +2. The HOMO energy is -12.92 eV. Its relative energy (zero: lowest compared OMol25 entry of this formula, charge and spin) is 4.4 kcal per mole. Its HOMO-LUMO gap is 0.3065 hartree. The calculation puts the calculated total energy at -2327.43108 Ha.

=====

Record 4
The following is a quantum chemistry calculation of a single C6H5NO molecule in a non-equilibrium geometry, from the OMol25 dataset.

```
13
Properties=species:S:1:pos:R:3
O -1.435 0.865 1.444
N -0.343 1.006 0.567
C 0.603 -0.069 0.623
C 1.743 0.360 -0.220
C 0.970 0.568 -1.326
C -0.376 0.275 -0.709
C -0.928 -1.124 -0.462
C -0.116 -1.433 0.535
H -2.022 1.636 1.368
H 2.734 0.576 0.166
H 1.043 1.121 -2.247
H -1.744 -1.613 -1.116
H -0.130 -2.167 1.378
```

Its strongest force on any atom is 2.28 eV Å⁻¹. The molar mass comes out at 107.11 g/mol. The net charge is 0. The HOMO energy is -8.03 eV. Its relative energy (zero: lowest compared OMol25 entry of this formula, charge and spin) is 153.6 kcal per mole. The structure (SMILES) is ON1[C@]23C=C[C@]12C=C3. Its HOMO-LUMO gap is 0.3204 hartree. The calculation puts the calculated total energy at -361.33940 Ha.

=====

Record 5
The following is a quantum chemistry calculation of a 2-piece molecular cluster, C3H9NO3 overall in a non-equilibrium geometry, from the OMol25 dataset.

```
16
Properties=species:S:1:pos:R:3
N -0.428 -0.204 -2.268
C -0.194 -0.763 -0.935
C -1.323 -0.416 0.142
C -0.773 0.229 1.387
O 0.328 0.522 1.759
O -1.746 0.650 2.275
H -0.287 0.725 -2.502
H -1.193 -0.597 -2.745
H -0.185 -1.816 -0.836
H 0.892 -0.354 -0.756
H -1.800 -1.460 0.310
H -2.098 0.254 -0.327
H -1.371 1.392 2.754
O 3.510 0.541 0.246
H 3.666 1.303 0.746
H 3.002 -0.007 0.748
```

Its strongest force on any atom is 3.96 eV Å⁻¹. The molar mass comes out at 107.11 g/mol. The net charge is 0. The HOMO energy is -9.18 eV. Its relative energy (zero: lowest compared OMol25 entry of this formula, charge and spin) is 44.0 kcal per mole. The structure (SMILES) is NCCC(=O)O.O. Its HOMO-LUMO gap is 0.3644 hartree. The calculation puts the calculated total energy at -400.15144 Ha.

=====

Record 6
The following is a quantum chemistry calculation of a 2-piece molecular cluster, C5H11O3 overall in a non-equilibrium geometry, from the OMol25 dataset.

```
19
Properties=species:S:1:pos:R:3
C 0.367 -1.694 -0.041
O -0.440 -1.491 -1.174
C -0.258 -1.236 1.257
C -0.503 0.312 1.356
C -1.289 0.959 0.270
C -0.715 1.858 -0.635
O -1.262 2.500 -1.554
H 0.604 -2.753 -0.020
H 1.356 -1.234 -0.198
H 0.323 -1.499 2.142
H -1.250 -1.636 1.291
H -0.896 0.472 2.367
H 0.493 0.779 1.317
H -2.351 0.840 0.042
H -1.003 -0.718 -0.969
H 0.393 1.942 -0.430
H 2.499 1.302 -1.163
H 1.564 0.397 -1.830
O 2.367 0.900 -2.029
```

Its strongest force on any atom is 1.56 eV Å⁻¹. The molar mass comes out at 119.14 g/mol. The net charge is -1. The HOMO energy is -2.65 eV. Its relative energy (zero: lowest compared OMol25 entry of this formula, charge and spin) is 52.3 kcal per mole. Its HOMO-LUMO gap is 0.2385 hartree. The calculation puts the calculated total energy at -422.83041 Ha.

=====

Record 7
The following is a quantum chemistry calculation of a 16-piece molecular cluster, C31H98N4O16 overall in a non-equilibrium geometry, from the OMol25 dataset.

```
149
Properties=species:S:1:pos:R:3
C -3.253 3.988 -3.498
C -4.674 4.496 -3.854
C -5.835 3.694 -3.295
O -4.800 5.829 -3.335
H -2.914 4.474 -2.583
H -2.439 4.286 -4.160
H -3.125 2.951 -3.186
H -4.819 4.440 -4.933
H -6.781 4.067 -3.688
H -5.834 3.840 -2.215
H -5.773 2.636 -3.549
H -3.899 6.115 -3.167
C 2.307 1.293 -5.184
C 2.871 1.325 -6.588
C 4.410 1.214 -6.460
O 2.408 0.192 -7.291
H 1.232 1.127 -5.259
H 2.509 2.229 -4.665
H 2.716 0.421 -4.674
H 2.606 2.237 -7.123
H 5.006 1.048 -7.357
H 4.571 0.246 -5.985
H 4.843 1.997 -5.837
H 2.504 -0.507 -6.641
C -10.180 -3.126 2.136
C -10.068 -2.443 0.716
C -8.679 -2.517 0.115
O -10.899 -3.137 -0.173
H -11.032 -2.584 2.545
H -9.314 -2.825 2.725
H -10.558 -4.146 2.201
H -10.434 -1.416 0.687
H -8.034 -1.855 0.693
H -8.634 -2.242 -0.939
H -8.270 -3.501 0.344
H -11.203 -2.517 -0.840
C -3.771 -3.022 -3.750
C -2.867 -3.950 -4.662
C -2.758 -3.494 -6.117
O -1.574 -3.894 -4.045
H -3.858 -3.338 -2.711
H -4.808 -3.114 -4.073
H -3.527 -1.963 -3.832
H -3.245 -4.971 -4.611
H -2.324 -2.509 -6.293
H -3.724 -3.466 -6.621
H -2.219 -4.268 -6.664
H -1.692 -4.378 -3.224
C 8.648 -0.435 3.281
C 7.259 0.159 3.433
C 6.844 0.256 4.869
O 7.338 1.342 2.831
H 9.396 0.160 3.805
H 8.892 -0.546 2.225
H 8.774 -1.432 3.703
H 6.674 -0.510 2.802
H 7.443 0.946 5.463
H 6.824 -0.750 5.289
H 5.808 0.596 4.861
H 8.023 1.843 3.280
O 2.829 -5.278 4.904
H 2.206 -4.931 5.543
H 3.621 -5.452 5.412
O 4.622 -1.993 -2.232
H 4.133 -2.294 -2.997
H 3.948 -1.730 -1.605
O -5.033 5.987 0.751
H -4.208 5.691 1.135
H -4.865 6.008 -0.191
O 1.712 5.976 0.519
H 2.259 5.485 -0.094
H 2.103 5.808 1.377
O 5.832 -4.953 -0.190
H 5.774 -4.283 -0.870
H 6.486 -5.571 -0.516
O 2.378 -6.266 1.205
H 3.285 -6.056 0.985
H 2.348 -6.230 2.161
O -1.219 -5.763 -0.386
H -1.763 -6.124 0.314
H -0.336 -5.743 -0.018
C -2.535 4.397 4.915
C -1.190 4.866 4.273
C 0.062 4.123 4.687
O 1.288 4.766 4.187
C 2.406 3.893 4.493
N -1.259 4.735 2.816
H -3.376 5.028 4.631
H -2.422 4.322 5.997
H -2.656 3.407 4.475
H -1.111 5.920 4.540
H -0.152 3.142 4.262
H 0.142 4.059 5.772
H 3.283 4.234 3.944
H 2.263 2.905 4.057
H 2.528 3.828 5.574
H -0.399 5.182 2.534
H -1.036 3.778 2.580
C -3.842 -4.836 3.005
C -3.600 -5.900 4.079
C -2.408 -6.905 3.686
O -2.537 -7.557 2.415
C -3.525 -8.612 2.379
N -3.413 -5.310 5.413
H -2.895 -4.334 2.807
H -4.437 -4.004 3.382
H -4.320 -5.295 2.140
H -4.468 -6.558 4.112
H -2.251 -7.672 4.444
H -1.481 -6.339 3.596
H -3.987 -8.592 1.392
H -4.271 -8.518 3.167
H -3.135 -9.629 2.432
H -2.425 -5.103 5.402
H -3.811 -4.389 5.531
C 1.941 0.766 0.382
C 1.101 -0.270 1.125
C -0.321 -0.372 0.534
O -1.012 0.846 0.741
C -2.425 0.620 0.660
N 1.799 -1.485 0.957
H 1.749 0.721 -0.690
H 3.022 0.673 0.486
H 1.542 1.747 0.639
H 1.120 -0.044 2.191
H -0.917 -1.213 0.889
H -0.181 -0.563 -0.531
H -3.044 1.508 0.528
H -2.803 0.244 1.610
H -2.780 -0.137 -0.040
H 1.251 -2.179 1.444
H 2.675 -1.333 1.436
C 6.568 3.349 -2.178
C 6.204 4.777 -1.700
C 5.423 5.468 -2.774
O 6.147 5.478 -4.058
C 5.584 6.339 -5.021
N 5.487 4.636 -0.469
H 5.628 2.797 -2.199
H 7.244 2.771 -1.548
H 7.013 3.327 -3.173
H 7.099 5.335 -1.428
H 5.138 6.457 -2.415
H 4.453 4.977 -2.855
H 6.153 6.238 -5.945
H 5.628 7.378 -4.695
H 4.582 5.963 -5.224
H 5.789 5.424 0.087
H 5.919 3.849 -0.007
```

Its strongest force on any atom is 4.26 eV Å⁻¹. The molar mass comes out at 783.14 g/mol. The net charge is 0. The HOMO energy is -9.51 eV. Its HOMO-LUMO gap is 0.3466 hartree. The calculation puts the calculated total energy at -2662.51783 Ha.

=====

Record 8
The following is a quantum chemistry calculation of C21H16BrN3O4Se2Sn as an isolated structure, from the OMol25 dataset.

```
48
Properties=species:S:1:pos:R:3
Sn -0.303 -0.486 0.092
Se 0.893 -0.218 3.477
Se 3.144 0.091 2.910
C 3.382 -1.468 1.794
C 4.532 -2.235 1.961
C 4.648 -3.409 1.239
C 3.637 -3.767 0.360
C 2.560 -2.909 0.222
N 2.435 -1.785 0.928
C 0.238 1.458 2.767
C 0.357 2.600 3.546
C -0.087 3.810 3.034
C -0.651 3.841 1.770
C -0.749 2.658 1.062
N -0.309 1.495 1.550
H 5.299 -1.915 2.653
H 5.516 -4.044 1.368
H 3.681 -4.691 -0.201
H 1.762 -3.119 -0.482
H 0.804 2.526 4.526
H 0.010 4.716 3.618
H -1.020 4.763 1.343
H -1.206 2.613 0.080
Br -2.555 -0.256 -4.077
C -1.163 0.924 -4.595
C -1.112 1.299 -5.930
C -0.087 2.114 -6.380
C 0.904 2.536 -5.505
C 0.855 2.146 -4.178
C -0.185 1.351 -3.698
C -0.147 0.983 -2.238
O 0.961 0.691 -1.732
O -1.221 0.996 -1.558
H -1.878 0.948 -6.609
H -0.061 2.417 -7.420
H 1.716 3.162 -5.852
H 1.626 2.443 -3.479
O -2.119 -0.578 3.952
C -2.538 -1.203 2.992
C -3.728 -2.165 3.039
C -3.940 -2.551 1.576
C -2.695 -2.002 0.903
O -2.328 -2.243 -0.250
N -2.000 -1.181 1.733
H -4.583 -1.680 3.505
H -3.447 -3.016 3.660
H -4.800 -2.042 1.138
H -4.048 -3.617 1.385
```

Its strongest force on any atom is 0.64 eV Å⁻¹. The molar mass comes out at 730.91 g/mol. The net charge is 0. The HOMO energy is -8.15 eV. Its relative energy (zero: lowest compared OMol25 entry of this formula, charge and spin) is 5.1 kcal per mole. Its HOMO-LUMO gap is 0.2875 hartree. The calculation puts the calculated total energy at -8866.34731 Ha.

=====

> Which of these has the highest strongest force on any atom?

F4Pb2